Entry 1:
The following is a quantum chemistry calculation of a structure of composition C68H58N3O4P3SiW in a non-equilibrium geometry, from the Open Molecules 2025 dataset.

Values from the calculation:
Energy relative to the best compared isomer or geometry (same formula, charge and spin) (kJ/mol): 95.1
Electronic energy (a.u.): -4471.60190
Spin multiplicity: 3
Total charge: +2
HOMO-LUMO gap (spin up / spin down) (eV): 6.79 / 6.14

Cartesian coordinates (Å):
W (0.291, 0.335, 0.519)
C (-0.683, -5.138, 3.016)
C (0.307, -4.629, 3.839)
C (1.038, -3.512, 3.456)
C (0.760, -2.889, 2.248)
C (-0.238, -3.405, 1.420)
C (-0.953, -4.527, 1.798)
P (1.704, -1.467, 1.602)
C (2.749, -0.861, 2.960)
C (4.097, -0.590, 2.727)
C (4.877, -0.031, 3.728)
C (4.318, 0.263, 4.963)
C (2.979, -0.015, 5.204)
C (2.190, -0.567, 4.207)
C (2.765, -2.381, 0.461)
C (3.763, -3.242, 0.915)
C (4.479, -3.997, 0.006)
C (4.196, -3.887, -1.351)
C (3.177, -3.057, -1.789)
C (2.422, -2.301, -0.889)
Si (0.914, -1.205, -1.415)
C (1.939, -0.203, -2.684)
C (2.231, -0.652, -3.972)
C (3.139, 0.020, -4.775)
C (3.789, 1.151, -4.298)
C (3.520, 1.616, -3.022)
C (2.586, 0.951, -2.224)
P (2.357, 1.512, -0.489)
C (2.018, 3.310, -0.575)
C (1.783, 4.004, -1.758)
C (1.455, 5.352, -1.719)
C (1.360, 6.019, -0.508)
C (1.613, 5.339, 0.676)
C (1.934, 3.992, 0.642)
C (4.120, 1.442, 0.012)
C (4.806, 2.511, 0.581)
C (6.177, 2.422, 0.781)
C (6.870, 1.280, 0.414)
C (6.188, 0.208, -0.148)
C (4.821, 0.286, -0.343)
C (-0.177, -2.527, -2.326)
C (0.218, -3.869, -2.270)
C (-0.443, -4.858, -2.977)
C (-1.536, -4.544, -3.764)
C (-1.986, -3.239, -3.813)
C (-1.330, -2.237, -3.098)
P (-1.952, -0.533, -3.175)
C (-1.969, -0.189, -4.981)
C (-3.002, -0.563, -5.839)
C (-2.939, -0.237, -7.186)
C (-1.855, 0.464, -7.693)
C (-0.817, 0.829, -6.849)
C (-0.878, 0.505, -5.503)
C (-3.742, -0.719, -2.826)
C (-4.607, 0.296, -3.248)
C (-5.946, 0.276, -2.891)
C (-6.437, -0.735, -2.077)
C (-5.586, -1.742, -1.643)
C (-4.249, -1.735, -2.014)
H (-1.239, -6.015, 3.317)
H (0.514, -5.103, 4.789)
H (1.815, -3.131, 4.105)
H (-0.437, -2.928, 0.465)
H (-1.718, -4.926, 1.144)
H (4.538, -0.821, 1.771)
H (5.923, 0.171, 3.540)
H (4.930, 0.698, 5.742)
H (2.549, 0.200, 6.173)
H (1.141, -0.772, 4.392)
H (3.971, -3.323, 1.976)
H (5.249, -4.676, 0.346)
H (4.762, -4.469, -2.066)
H (2.958, -3.006, -2.849)
H (1.737, -1.542, -4.345)
H (3.352, -0.344, -5.772)
H (4.520, 1.661, -4.912)
H (4.047, 2.482, -2.637)
H (1.869, 3.506, -2.714)
H (1.276, 5.884, -2.644)
H (1.101, 7.069, -0.486)
H (1.566, 5.860, 1.624)
H (2.144, 3.464, 1.564)
H (4.294, 3.425, 0.845)
H (6.706, 3.263, 1.209)
H (7.942, 1.232, 0.550)
H (6.723, -0.684, -0.445)
H (4.295, -0.545, -0.796)
H (1.069, -4.147, -1.663)
H (-0.094, -5.881, -2.924)
H (-2.040, -5.313, -4.335)
H (-2.855, -2.986, -4.408)
H (-3.865, -1.100, -5.466)
H (-3.745, -0.529, -7.847)
H (-1.817, 0.718, -8.744)
H (0.035, 1.373, -7.236)
H (-0.060, 0.787, -4.855)
H (-4.221, 1.081, -3.886)
H (-6.616, 1.044, -3.259)
H (-7.483, -0.750, -1.803)
H (-5.968, -2.538, -1.018)
H (-3.600, -2.547, -1.701)
N (-2.032, -0.350, 0.425)
C (-2.679, -0.491, 1.745)
C (-1.609, -0.510, 2.841)
O (-1.886, -0.586, 4.008)
O (-0.396, -0.438, 2.361)
H (-2.625, 0.213, -0.179)
H (-1.998, -1.263, -0.020)
H (-3.259, -1.409, 1.832)
H (-3.348, 0.347, 1.938)
O (-2.636, 5.549, 4.087)
C (-2.022, 4.468, 4.751)
C (-1.318, 3.622, 3.733)
C (-0.187, 2.877, 4.058)
C (0.407, 2.101, 3.091)
N (-0.067, 2.013, 1.841)
C (-1.143, 2.754, 1.504)
C (-1.777, 3.574, 2.424)
C (-1.427, 2.711, 0.071)
C (-2.298, 3.586, -0.545)
C (-2.271, 3.747, -1.924)
C (-3.206, 4.711, -2.606)
O (-4.350, 4.998, -1.843)
C (-1.306, 3.047, -2.629)
C (-0.539, 2.108, -1.971)
N (-0.607, 1.881, -0.645)
H (-3.047, 6.131, 4.734)
H (-2.767, 3.840, 5.260)
H (-1.306, 4.807, 5.506)
H (0.241, 2.914, 5.050)
H (1.297, 1.523, 3.303)
H (-2.618, 4.191, 2.145)
H (-2.978, 4.189, 0.040)
H (-3.453, 4.329, -3.604)
H (-2.687, 5.663, -2.747)
H (-4.935, 4.231, -1.829)
H (-1.161, 3.211, -3.688)
H (0.253, 1.596, -2.489)

Entry 2:
The following is a quantum chemistry calculation of a cluster of 2 separate species, C3H9NOP in total in a non-equilibrium geometry, from the Open Molecules 2025 dataset.

Values from the calculation:
Energy relative to the best compared isomer or geometry (same formula, charge and spin) (kJ/mol): 388.0
Electronic energy (a.u.): -590.63071
Total charge: +1
HOMO-LUMO gap (spin up / spin down) (eV): 7.69 / 8.26

Cartesian coordinates (Å):
C (0.322, -0.216, 2.227)
C (0.189, -1.127, 1.334)
C (-0.791, -0.264, -0.884)
N (0.335, -0.626, -1.814)
O (0.494, 1.838, -0.361)
P (-1.059, 1.479, -0.539)
H (0.551, -0.635, 3.275)
H (0.342, 0.868, 2.154)
H (0.275, -2.212, 1.140)
H (-1.668, -0.891, -0.887)
H (-0.061, -0.893, -2.690)
H (0.934, -1.355, -1.378)
H (0.852, 0.249, -1.825)
H (0.715, 2.740, -0.429)
H (-1.432, 1.045, 0.676)

Entry 3:
The following is a quantum chemistry calculation of a cluster of 2 separate species, C3H4ClFN2 in total in a non-equilibrium geometry, from the Open Molecules 2025 dataset.

Values from the calculation:
Energy relative to the best compared isomer or geometry (same formula, charge and spin) (kJ/mol): 96.5
Electronic energy (a.u.): -786.22379
HOMO-LUMO gap (eV): 7.47

Cartesian coordinates (Å):
F (-0.667, 1.164, 2.238)
C (-0.203, 0.546, 1.133)
N (-0.954, -0.322, 0.394)
C (-0.082, -0.762, -0.626)
C (1.213, -0.145, -0.509)
N (1.043, 0.679, 0.646)
H (-1.923, -0.602, 0.534)
H (-0.361, -1.510, -1.399)
H (2.114, -0.294, -1.132)
H (1.792, 1.249, 1.034)
Cl (-1.973, -0.003, -2.313)

Entry 4:
The following is a quantum chemistry calculation of the ion C5H9N2S with charge +1 in a non-equilibrium geometry, from the Open Molecules 2025 dataset.

Values from the calculation:
Energy relative to the best compared isomer or geometry (same formula, charge and spin) (kJ/mol): 660.6
Electronic energy (a.u.): -703.12052
Total charge: +1
HOMO-LUMO gap (eV): 8.92

Cartesian coordinates (Å):
C (0.057, 1.020, -1.009)
C (-0.403, 1.013, 0.395)
C (0.687, -1.503, 0.415)
C (-0.107, -1.709, 1.607)
C (-0.936, 1.923, -1.791)
N (0.868, 0.515, -1.793)
N (1.014, -2.476, 1.667)
S (0.570, -0.015, 1.443)
H (-0.377, 2.047, 0.945)
H (-1.543, 0.718, 0.294)
H (1.706, -0.074, -1.490)
H (-1.137, -1.969, 1.884)
H (-0.590, 2.889, -1.726)
H (-1.955, 1.864, -1.681)
H (-0.768, 1.617, -2.918)
H (1.033, -3.450, 1.411)
H (1.879, -2.409, 2.346)

Entry 5:
The following is a quantum chemistry calculation of a structure of composition C3H6BrI in a non-equilibrium geometry, from the Open Molecules 2025 dataset.

Values from the calculation:
Energy relative to the best compared isomer or geometry (same formula, charge and spin) (kJ/mol): 0.0
Electronic energy (a.u.): -2989.44669
Spin multiplicity: 3
HOMO-LUMO gap (spin up / spin down) (eV): 6.58 / 6.33

Cartesian coordinates (Å):
C (0.249, 0.070, -1.221)
C (-0.036, 0.087, 1.196)
C (0.950, 0.316, 0.093)
Br (1.377, 2.348, -0.006)
I (2.852, -0.744, -0.002)
H (0.962, 0.435, -1.938)
H (-0.096, -0.976, -1.459)
H (-0.592, 0.716, -1.261)
H (0.404, 0.535, 2.147)
H (-0.198, -0.973, 1.221)
H (-0.960, 0.619, 1.252)

Entry 6:
The following is a quantum chemistry calculation of a cluster of 2 separate species, C2H5NOS in total in a non-equilibrium geometry, from the Open Molecules 2025 dataset.

Values from the calculation:
Energy relative to the best compared isomer or geometry (same formula, charge and spin) (kJ/mol): 390.6
Electronic energy (a.u.): -607.25806
HOMO-LUMO gap (spin up / spin down) (eV): 8.49 / 8.48

Cartesian coordinates (Å):
C (0.597, -1.259, -0.082)
C (0.465, 1.311, 0.094)
N (-0.664, -1.522, -0.287)
O (-2.116, 1.334, -0.036)
S (-0.892, 1.397, -0.892)
H (1.139, -1.003, -0.927)
H (1.049, -1.309, 0.970)
H (0.207, 1.416, 1.090)
H (1.361, 1.774, -0.311)
H (-1.147, -2.139, 0.381)